[1]
This record from OMol25 describes a molecular structure, C4H10NS2. The level of theory is the ωB97M-V functional and the def2-TZVPD basis.

```
! RIJCOSX wB97M-V def2-TZVPD def2/J DEFGRID3
* xyz 1 1
H 1.47056 1.03077 0.62967
C 1.21419 0.77873 -0.42210
H -1.78679 1.64813 -1.40025
H 1.13182 -2.53385 0.81424
H -1.62223 1.65879 0.30458
C -1.05721 1.62574 -0.57626
H -1.22105 -2.70990 0.67410
H 1.53309 1.51801 -1.13406
N -0.22733 0.39731 -0.55996
H -0.49258 2.63385 -0.79436
H 1.35323 -1.15521 1.89415
H -0.23804 -0.17024 -1.39513
S 2.06495 -0.79628 -0.49184
C -0.62381 -0.55269 0.43748
C 1.11209 -1.46918 0.92766
S -1.62492 -1.84709 -0.27524
H -0.98598 -0.05688 1.36731
*
```

Atomic partial charges in e from the natural (NBO) method, atoms 1 to 2: 0.253, -0.375



[2]
This record from OMol25 describes a gas-phase ion, C4H10NSi (charge +1). The level of theory is the ωB97M-V functional and the def2-TZVPD basis.

```
! RIJCOSX wB97M-V def2-TZVPD def2/J DEFGRID3
* xyz 1 1
H 3.92651 -0.54925 -0.65462
H -1.98562 -2.27378 -0.55651
Si -1.27146 0.01721 -0.70899
C -1.58501 -1.66691 0.11027
H 3.48324 -0.34083 0.99314
H -0.79585 2.20533 0.45416
C 3.45364 0.07783 -0.02269
H -2.44340 -1.48876 0.91108
N 0.95889 0.04477 -0.63572
H -2.29978 2.23580 -0.47867
H -0.71905 -2.15220 0.56463
H -1.49548 0.29479 -2.09508
C -1.73011 1.61240 0.25327
H 3.70915 1.18722 -0.18996
C 2.06978 0.06214 -0.33588
H -2.20669 1.31138 1.27641
*
```

Computed properties:
SMILES string: CC#[N+][SiH](C)C

Atomic partial charges in e from the natural (NBO) method, atoms 1 to 2: 0.277, 0.247



[3]
This record from OMol25 describes 2 unconnected molecules or ions with the total composition C4H10O. The level of theory is the ωB97M-V functional and the def2-TZVPD basis.

```
! RIJCOSX wB97M-V def2-TZVPD def2/J DEFGRID3
* xyz 0 1
C 0.04437 0.23436 -0.60865
C -1.08627 -0.27844 -1.10056
C 0.05693 1.48937 0.22347
H -1.35772 -0.99685 2.25662
H 1.84576 -0.63821 0.16331
H 2.06340 0.21960 -1.36793
C 1.38061 -0.43207 -0.80862
H -0.68666 -1.30028 0.93193
H 0.53314 1.28927 1.19090
H -1.08303 -1.19204 -1.69088
H 0.63511 2.28021 -0.27051
H 1.28901 -1.37705 -1.35295
H -0.95310 1.87094 0.40527
O -0.63752 -1.51247 1.87560
H -2.04639 0.20783 -0.93889
*
```

Computed properties:
SMILES string: C=C(C)C.O

Atomic partial charges in e from the natural (NBO) method, atoms 1 to 2: 0.040, -0.453



[4]
This record from OMol25 describes C4H10O in the gas phase. The level of theory is the ωB97M-V functional and the def2-TZVPD basis.

```
! RIJCOSX wB97M-V def2-TZVPD def2/J DEFGRID3
* xyz 0 1
C 1.92449 -0.12860 0.22183
H -1.79639 -1.51133 -0.01718
H 0.17223 -1.14626 -0.44589
H -1.04183 0.76270 -1.39506
H -2.62411 -0.03217 0.38703
O -0.32430 1.66035 0.33166
C -0.56952 0.51017 -0.43088
C -1.62396 -0.48312 0.37836
H -1.34836 -0.65143 1.43788
H 2.54810 -1.02765 0.12777
H 1.56622 -0.07392 1.25207
C 0.72400 -0.25980 -0.71674
H 1.01202 -0.32498 -1.77720
H -1.19770 1.97036 0.59059
H 2.57913 0.73569 0.05575
*
```

Computed properties:
SMILES string: CC[C@@H](C)O

Atomic partial charges in e from the natural (NBO) method, atoms 1 to 2: -0.607, 0.214



[5]
This record from OMol25 describes 2 unconnected molecules or ions with the total composition C4H10O. The level of theory is the ωB97M-V functional and the def2-TZVPD basis.

```
! RIJCOSX wB97M-V def2-TZVPD def2/J DEFGRID3
* xyz 0 1
H 1.88579 -0.86381 -0.46553
H 2.82962 -0.71700 1.14972
H 0.95279 -1.49207 2.40597
C 2.10966 -1.26894 0.52882
H 0.42896 -0.20740 1.21389
H 0.17745 -2.08243 0.95035
O -2.76472 0.34393 -1.09569
H -0.60807 2.91413 -1.11279
H -2.86366 2.42530 -1.75280
H 2.56059 -2.31381 0.51647
H -2.02901 -0.08258 -0.63807
C -2.26895 1.64833 -1.22561
C 0.82131 -1.29294 1.34905
H -0.28787 1.09509 -0.74942
C -0.94389 1.89420 -1.07436
*
```

Computed properties:
SMILES string: C=CO.CC

Atomic partial charges in e from the natural (NBO) method, atoms 1 to 2: 0.208, 0.206



[6]
This record from OMol25 describes 2 unconnected molecules or ions with the total composition C4H10O. The level of theory is the ωB97M-V functional and the def2-TZVPD basis.

```
! RIJCOSX wB97M-V def2-TZVPD def2/J DEFGRID3
* xyz 0 1
C -0.85194 0.71161 -2.07819
C 1.32232 0.56807 2.33895
C 2.21095 -0.40837 2.41343
H -1.05679 -0.26935 0.02599
H 3.30403 -0.15605 2.46516
H 1.57494 1.65668 2.57445
H 0.00980 0.14451 -2.47797
C -1.51615 -0.17496 -1.02138
O -1.80010 -1.35241 -1.64619
H -1.51825 0.66462 -2.97631
H 0.32426 0.36106 2.09909
H -2.40331 0.36651 -0.88790
H -1.34651 -2.19164 -1.23781
H 2.17727 -1.54515 2.30304
H -0.43052 1.62489 -1.89434
*
```

Computed properties:
SMILES string: C=C.CCO

Atomic partial charges in e from the natural (NBO) method, atoms 1 to 2: -0.636, -0.392



[7]
This record from OMol25 describes C4H10O in the gas phase. The level of theory is the ωB97M-V functional and the def2-TZVPD basis.

```
! RIJCOSX wB97M-V def2-TZVPD def2/J DEFGRID3
* xyz 0 1
C -0.13740 0.69731 0.49267
H 1.83900 0.57401 -1.50854
H 0.81495 1.05538 0.90673
H -2.09803 0.19451 1.29709
H -0.92865 0.64466 2.55685
C 0.86873 0.14295 -1.77743
H -0.80949 -0.82473 -0.86235
C 0.15797 -0.39284 -0.54799
H -0.61119 1.55114 -0.00873
H 0.25566 0.92043 -2.24624
H 0.51123 -1.71679 0.81729
H 1.03651 -0.65217 -2.51017
H -0.81886 -0.92055 1.78086
C -1.04519 0.14203 1.59389
O 0.96475 -1.41533 0.01609
*
```

Computed properties:
SMILES string: CC[C@@H](C)O

Atomic partial charges in e from the natural (NBO) method, atoms 1 to 2: -0.426, 0.211



[8]
This record from OMol25 describes 2 unconnected molecules or ions with the total composition C4H10O. The level of theory is the ωB97M-V functional and the def2-TZVPD basis.

```
! RIJCOSX wB97M-V def2-TZVPD def2/J DEFGRID3
* xyz 0 1
H 1.12640 1.45928 0.17410
H -1.18951 -2.63871 0.18351
H -0.29996 -2.52046 -1.25506
H -1.26720 0.49989 -1.46923
C 0.61344 1.58115 -0.77927
H 0.58119 -0.80087 0.62203
H -1.88035 -1.67363 -1.06939
O 0.89264 0.86258 2.87524
H -0.02472 0.87864 2.59229
H 1.45143 0.57234 2.13047
H 0.17547 2.57618 -0.75013
H 1.27766 1.41491 -1.62430
C -0.15828 -0.70983 -0.15914
C -0.36589 0.41163 -0.87862
C -0.93233 -1.91309 -0.59251
*
```

Computed properties:
SMILES string: C/C=C/C.O

Atomic partial charges in e from the natural (NBO) method, atoms 1 to 2: 0.199, 0.209



Listing relative energy (zero: lowest compared OMol25 entry of this formula, charge and spin) for the structures above in their given order: 47.1, 15.4, 13.2, 28.2, 40.6, 60.8, 5.0, 26.9 kcal/mol.
Listing calculated total energy for the structures above in their given order: -27461.4828, -13670.4099, -6357.2324, -6356.5805, -6356.0439, -6355.1660, -6357.5867, -6356.6367 eV.
Listing HOMO for the structures above in their given order: -13.29, -15.45, -9.69, -9.88, -9.20, -10.08, -10.15, -9.26 eV.